1.
DFT (ωB97M-V/def2-TZVPD) results for a cluster of 8 separate species, C35H42F24O13 in total at a distorted geometry.

Output
Energy, eV: -128809.02957
Spin multiplicity: 1
SMILES string: FC(F)C(F)(F)COC(F)(F)C(F)F.FC(F)C(F)(F)COC(F)(F)C(F)F.FC(F)C(F)(F)COC(F)(F)C(F)F.O=C1CCCO1.O=C1CCCO1.O=C1CCCO1.O=C1CCCO1.O=C1CCCO1
Net charge: 0

```
114
C35H42F24O13 (ωB97M-V/def2-TZVPD)
F -1.415 3.871 3.239
C -1.813 4.198 2.026
F -2.735 5.175 2.090
C -0.657 4.389 0.976
F 0.183 3.401 0.967
F -0.007 5.453 1.355
C -1.285 4.519 -0.455
O -2.188 3.441 -0.672
C -3.067 3.415 -1.810
F -3.841 4.457 -1.784
F -2.413 3.540 -2.989
C -3.850 2.110 -1.677
F -4.464 1.894 -0.530
F -4.670 1.725 -2.703
H -2.367 3.290 1.787
H -0.495 4.469 -1.204
H -1.760 5.492 -0.578
H -3.093 1.326 -1.698
F 6.495 -1.774 4.419
C 5.842 -0.964 3.572
F 4.842 -1.685 3.113
C 5.541 0.381 4.155
F 6.535 1.011 4.650
F 4.677 0.201 5.238
C 4.777 1.313 3.202
O 3.524 0.674 2.881
C 2.341 1.493 2.861
F 2.322 2.176 3.963
F 2.413 2.331 1.863
C 1.175 0.592 2.777
F -0.139 1.037 2.853
F 1.204 -0.325 1.778
H 6.563 -0.872 2.761
H 5.355 1.323 2.278
H 4.702 2.306 3.644
H 1.359 -0.154 3.550
F -4.059 -3.210 0.559
C -3.242 -2.751 1.546
F -2.337 -3.721 1.910
C -2.711 -1.378 1.058
F -2.298 -0.777 2.201
F -3.559 -0.502 0.423
C -1.418 -1.667 0.110
O -0.727 -0.429 -0.133
C -0.015 -0.436 -1.407
F 0.697 -1.592 -1.645
F -1.038 -0.292 -2.335
C 1.081 0.651 -1.328
F 1.668 0.613 -2.524
F 0.786 1.934 -1.117
H -3.995 -2.589 2.318
H -1.928 -2.009 -0.790
H -0.666 -2.405 0.391
H 1.757 0.446 -0.498
O 6.063 3.648 -1.636
C 4.928 4.038 -1.763
C 3.846 4.004 -0.721
C 2.635 4.732 -1.327
C 3.067 4.691 -2.860
O 4.424 4.631 -2.919
H 3.568 2.955 -0.615
H 4.133 4.270 0.297
H 1.634 4.341 -1.145
H 2.639 5.702 -0.829
H 2.637 3.880 -3.448
H 2.586 5.591 -3.244
O -0.867 -8.038 -2.702
C -1.069 -7.368 -1.685
C -1.033 -5.872 -1.695
C -1.924 -5.535 -0.547
C -1.668 -6.797 0.432
O -1.247 -7.803 -0.448
H -0.042 -5.435 -1.570
H -1.403 -5.419 -2.615
H -1.684 -4.567 -0.106
H -2.975 -5.487 -0.830
H -1.004 -6.468 1.231
H -2.603 -7.096 0.906
O -6.192 -1.083 3.012
C -6.789 -1.787 3.885
C -7.586 -3.123 3.703
C -8.446 -3.137 4.992
C -7.679 -2.254 5.996
O -6.785 -1.483 5.186
H -8.150 -2.933 2.789
H -6.929 -3.987 3.615
H -9.435 -2.699 4.856
H -8.680 -4.112 5.419
H -8.355 -1.740 6.679
H -7.040 -2.913 6.584
O 0.856 3.955 -5.093
C 0.701 2.746 -5.275
C 1.289 2.017 -6.434
C 1.157 0.593 -5.983
C -0.156 0.687 -5.081
O -0.069 1.989 -4.460
H 0.653 2.107 -7.314
H 2.314 2.323 -6.643
H 0.989 -0.077 -6.826
H 2.071 0.275 -5.480
H -1.164 0.491 -5.449
H 0.011 -0.089 -4.335
O 5.222 0.982 -0.792
C 4.835 -0.241 -0.805
C 5.058 -1.289 -1.860
C 3.830 -2.080 -1.631
C 3.479 -1.936 -0.175
O 4.172 -0.773 0.247
H 5.205 -0.808 -2.827
H 5.985 -1.806 -1.613
H 3.050 -1.887 -2.368
H 4.082 -3.133 -1.750
H 2.404 -1.800 -0.053
H 3.867 -2.710 0.486
```

Atomic partial charges in e from the Löwdin method, atoms 1 to 8: number 1, F, carries 0.113; number 2, C, carries -0.336; number 3, F, carries 0.109; number 4, C, carries -0.515; number 5, F, carries 0.154; number 6, F, carries 0.167; number 7, C, carries -0.038; number 8, O, carries -0.002

2.
DFT (ωB97M-V/def2-TZVPD) results for a structure of composition C14H7ClNO6Pt.

Output
Energy, eV: -44179.42607
Spin multiplicity: 1
Net charge: -1
Relative energy (zero: lowest compared OMol25 entry of this formula, charge and spin), kcal/mol: 0.0

```
30
C14H7ClNO6Pt (ωB97M-V/def2-TZVPD)
Pt -1.361 0.007 -0.363
Cl 2.530 3.895 -5.089
C 1.860 2.744 -3.965
C 2.720 1.861 -3.286
C 2.222 0.947 -2.401
C 0.831 0.867 -2.118
O 0.426 -0.031 -1.292
C -0.023 1.762 -2.824
C -1.450 1.731 -2.714
O -2.156 1.085 -1.928
C 0.517 2.686 -3.747
H 3.785 1.913 -3.474
H 2.877 0.263 -1.878
H -1.993 2.363 -3.429
H -0.150 3.352 -4.281
O -0.648 -3.019 5.761
C 0.271 -2.954 4.929
O 1.457 -3.331 4.982
C -0.105 -2.229 3.609
C 0.851 -2.039 2.618
C 0.514 -1.391 1.448
N -0.730 -0.944 1.247
C -1.675 -1.114 2.192
C -1.391 -1.750 3.380
C -3.032 -0.549 1.828
O -3.962 -0.605 2.600
O -3.088 -0.022 0.631
H 1.850 -2.412 2.793
H 1.210 -1.211 0.642
H -2.158 -1.874 4.131
```

Atomic partial charges in e from the Löwdin method, atoms 1 to 8: number 1, Pt, carries 1.226; number 2, Cl, carries 0.632; number 3, C, carries -0.676; number 4, C, carries -0.091; number 5, C, carries 0.004; number 6, C, carries -0.343; number 7, O, carries -0.220; number 8, C, carries -0.133

3.
DFT (ωB97M-V/def2-TZVPD) results for an isolated molecule of C24H29N3O4.

Output
Energy, eV: -38020.48441
Spin multiplicity: 1
SMILES string: COC(=O)CNC(=O)CCC(=O)N1CCN(C(c2ccccc2)c2ccccc2)CC1
Net charge: 0
Relative energy (zero: lowest compared OMol25 entry of this formula, charge and spin), kcal/mol: 20.3

```
60
C24H29N3O4 (ωB97M-V/def2-TZVPD)
C -0.338 3.589 4.721
O -0.696 2.929 3.516
C -1.031 1.640 3.611
O -1.024 1.013 4.636
C -1.408 1.058 2.261
N -1.045 1.904 1.158
C -1.952 2.367 0.276
O -3.124 2.044 0.294
C -1.371 3.311 -0.768
C -0.574 2.561 -1.843
C 0.828 2.196 -1.381
O 1.256 2.529 -0.285
N 1.610 1.543 -2.273
C 1.118 0.867 -3.451
C 0.660 -0.557 -3.056
N 1.197 -0.839 -1.742
C 0.777 -2.106 -1.170
C 1.206 -2.217 0.278
C 1.311 -1.089 1.082
C 1.632 -1.213 2.423
C 1.845 -2.464 2.976
C 1.744 -3.591 2.179
C 1.426 -3.468 0.838
C -0.734 -2.209 -1.158
C -1.377 -3.373 -1.551
C -2.759 -3.460 -1.497
C -3.508 -2.384 -1.055
C -2.873 -1.217 -0.661
C -1.494 -1.137 -0.706
C 2.628 -0.604 -1.751
C 2.834 0.927 -1.792
H 0.258 4.453 4.436
H -1.236 3.909 5.252
H 0.234 2.918 5.365
H -0.954 0.062 2.182
H -2.498 0.936 2.230
H -0.084 2.217 1.068
H -2.207 3.829 -1.239
H -0.725 4.041 -0.279
H -1.113 1.655 -2.124
H -0.484 3.196 -2.728
H 1.950 0.816 -4.159
H 0.313 1.427 -3.920
H -0.429 -0.616 -3.009
H 1.007 -1.286 -3.812
H 1.191 -2.963 -1.740
H 1.157 -0.113 0.650
H 1.710 -0.330 3.040
H 2.089 -2.559 4.023
H 1.912 -4.571 2.603
H 1.345 -4.352 0.221
H -0.799 -4.215 -1.904
H -3.249 -4.372 -1.805
H -4.585 -2.453 -1.019
H -3.445 -0.367 -0.319
H -0.995 -0.232 -0.401
H 3.075 -1.020 -0.849
H 3.108 -1.084 -2.622
H 3.662 1.198 -2.453
H 3.027 1.324 -0.795
```

Atomic partial charges in e from the Löwdin method, atoms 1 to 8: number 1, C, carries -0.040; number 2, O, carries -0.034; number 3, C, carries -0.483; number 4, O, carries 0.109; number 5, C, carries -0.059; number 6, N, carries 0.080; number 7, C, carries -0.498; number 8, O, carries 0.048

4.
DFT (ωB97M-V/def2-TZVPD) results for a cluster of 2 separate species, C5H14N2O in total at a distorted geometry.

Output
Energy, eV: -10437.62510
Spin multiplicity: 1
SMILES string: C=NNC.CCOC
Net charge: 0
Relative energy (zero: lowest compared OMol25 entry of this formula, charge and spin), kcal/mol: 78.5

```
22
C5H14N2O (ωB97M-V/def2-TZVPD)
C -0.387 1.744 1.422
N -0.839 2.254 0.354
N -1.572 1.557 -0.525
C -2.289 0.342 -0.179
H -0.543 0.719 1.748
H 0.267 2.371 2.006
H -2.068 2.185 -1.142
H -2.881 0.042 -1.041
H -1.564 -0.443 0.037
H -2.946 0.474 0.690
C 1.128 -0.100 -1.922
C 1.583 -0.642 -0.583
O 0.508 -1.327 0.163
C 0.959 -1.888 1.361
H 1.997 0.217 -2.495
H 0.493 0.770 -1.787
H 0.596 -0.867 -2.481
H 1.983 0.153 0.063
H 2.350 -1.415 -0.735
H 1.775 -2.604 1.178
H 0.118 -2.419 1.810
H 1.332 -1.123 2.057
```

Atomic partial charges in e from the Löwdin method, atoms 1 to 8: number 1, C, carries -0.082; number 2, N, carries -0.072; number 3, N, carries -0.149; number 4, C, carries -0.099; number 5, H, carries 0.052; number 6, H, carries 0.051; number 7, H, carries 0.115; number 8, H, carries 0.081

5.
DFT (ωB97M-V/def2-TZVPD) results for a cluster of 6 separate species, C30H50ClNO17P in total at a distorted geometry.

Output
Energy, eV: -90030.62761
Spin multiplicity: 2
Net charge: 0

```
100
C30H50ClNO17P (ωB97M-V/def2-TZVPD)
C 2.584 -3.658 3.506
C 1.988 -2.244 3.370
C 2.856 -1.340 4.286
C 2.134 -1.672 1.962
C 1.137 -2.210 0.913
C 1.133 -1.214 -0.261
P 1.649 -3.787 0.028
O 3.234 -4.014 0.438
Cl 0.766 -5.359 1.076
C -0.302 -2.250 1.474
C -0.561 -2.315 3.001
C -1.348 -3.593 3.331
C -1.512 -1.151 3.352
N 0.610 -2.174 3.917
O 0.508 -2.867 4.994
H 2.946 -3.746 4.523
H 1.849 -4.439 3.366
H 3.441 -3.761 2.857
H 2.711 -0.308 3.975
H 3.900 -1.620 4.251
H 2.465 -1.399 5.295
H 3.142 -1.925 1.644
H 2.069 -0.589 1.982
H 0.297 -1.397 -0.925
H 0.991 -0.220 0.157
H 2.075 -1.220 -0.796
H 3.768 -3.298 0.056
H -0.793 -1.358 1.101
H -0.826 -3.072 0.999
H -1.864 -3.502 4.275
H -0.730 -4.481 3.296
H -2.122 -3.691 2.574
H -0.926 -0.238 3.277
H -2.343 -1.131 2.660
H -1.836 -1.287 4.376
C 1.870 -3.402 -6.449
C 2.405 -2.768 -5.190
C 1.771 -3.240 -3.903
O 1.950 -2.099 -3.047
C 2.003 -1.003 -3.841
O 1.961 0.120 -3.449
O 2.099 -1.359 -5.142
H 0.780 -3.375 -6.467
H 2.222 -2.861 -7.327
H 2.198 -4.438 -6.521
H 3.493 -2.868 -5.147
H 2.250 -4.117 -3.475
H 0.700 -3.428 -4.005
C -0.433 1.392 -5.148
C -0.686 1.961 -6.521
C -2.120 2.317 -6.825
O -2.162 2.183 -8.256
C -1.218 1.278 -8.609
O -1.103 0.810 -9.696
O -0.421 0.984 -7.553
H -1.137 0.587 -4.925
H 0.566 0.975 -5.088
H -0.534 2.165 -4.387
H -0.032 2.813 -6.703
H -2.388 3.327 -6.526
H -2.828 1.606 -6.393
C -4.330 0.128 6.754
C -4.606 0.767 5.421
C -6.026 1.223 5.185
O -6.129 1.137 3.753
C -5.253 0.187 3.337
O -5.198 -0.249 2.232
O -4.445 -0.186 4.356
H -5.072 -0.639 6.988
H -3.356 -0.359 6.739
H -4.328 0.874 7.547
H -3.897 1.580 5.242
H -6.220 2.237 5.524
H -6.761 0.544 5.623
C 0.838 -1.173 8.727
C 0.360 -0.109 7.772
C 1.141 1.184 7.794
O 0.157 2.135 7.357
C -1.059 1.649 7.704
O -2.079 2.256 7.629
O -0.955 0.366 8.128
H 0.975 -0.765 9.729
H 0.105 -1.976 8.798
H 1.783 -1.593 8.385
H 0.301 -0.513 6.757
H 1.996 1.186 7.124
H 1.465 1.462 8.800
C 2.325 7.528 -8.964
C 1.675 6.578 -7.990
C 1.104 5.318 -8.595
O 0.062 4.989 -7.663
C -0.349 6.146 -7.084
O -1.313 6.246 -6.397
O 0.494 7.158 -7.400
H 1.676 7.712 -9.821
H 2.518 8.488 -8.488
H 3.269 7.119 -9.321
H 2.365 6.340 -7.175
H 1.822 4.505 -8.667
H 0.649 5.488 -9.573
```

Atomic partial charges in e from the Löwdin method, atoms 1 to 8: number 1, C, carries -0.034; number 2, C, carries -0.458; number 3, C, carries -0.024; number 4, C, carries -0.118; number 5, C, carries -0.603; number 6, C, carries -0.122; number 7, P, carries 0.661; number 8, O, carries -0.363